Record 1
Here is a cluster of 2 separate species, C32H65N2O4 in total at a distorted geometry from OMol25. Energies are from ωB97M-V/def2-TZVPD.

Output
Lowest unoccupied orbital energy: 2.48 eV
Energy above the lowest of the compared OMol25 structures with the same formula, charge and spin: 29.0 kcal/mol
Frontier orbital gap: 6.620 eV

Geometry as ORCA input:
```
! RIJCOSX wB97M-V def2-TZVPD def2/J DEFGRID3
* xyz -1 1
C 5.9913 -0.5024 1.8709
C 4.8312 -1.1192 1.0403
C 4.4449 -0.2630 -0.1870
C 4.2295 -1.1609 -1.4085
C 3.8945 -0.4102 -2.7216
C 3.1678 0.9497 -2.5593
C 4.1797 2.1301 -2.5709
C 4.1292 2.9546 -1.2369
C 3.8056 4.4468 -1.4220
C 2.3536 4.7718 -1.0437
C 2.0180 4.5959 0.4593
C 0.6899 3.8231 0.6574
C -0.5347 4.7620 0.5167
C -1.0267 4.9956 -0.9134
C -2.0508 3.9721 -1.4391
C -3.3452 4.0535 -0.6404
C -4.3790 2.9454 -0.9130
C -5.3021 2.7487 0.3092
C -5.8592 1.3214 0.3714
C -5.1235 0.2679 1.1733
C -3.6900 -0.1318 0.7419
C -3.8293 -0.8382 -0.6435
C -2.7904 -0.9720 -1.7723
C -2.1319 -2.3699 -1.8716
O -1.8009 0.0320 -1.8986
N -3.3639 -1.1453 1.7822
N -2.2782 -1.9696 1.3837
C -1.1547 -1.7011 1.9323
C -0.9115 -1.5053 3.4054
C 0.0410 -1.6204 0.9939
C -2.7196 1.0554 1.0726
O -1.6312 1.3104 0.4865
O -3.0812 1.6876 2.1016
H 6.9283 -0.9811 1.5888
H 6.0140 0.5806 1.7670
H 5.8029 -0.7396 2.9191
H 5.1279 -2.1043 0.6779
H 4.0036 -1.2718 1.7355
H 5.2465 0.4603 -0.3502
H 3.5506 0.3127 0.0397
H 3.4551 -1.8859 -1.1506
H 5.1497 -1.7233 -1.5903
H 3.2180 -1.0524 -3.2956
H 4.7821 -0.2802 -3.3405
H 2.5067 0.9811 -1.6970
H 2.5292 1.0651 -3.4397
H 5.1922 1.7344 -2.6441
H 4.0000 2.8401 -3.3771
H 3.4162 2.4934 -0.5566
H 5.1028 2.8618 -0.7481
H 4.5135 5.0585 -0.8556
H 3.9369 4.7338 -2.4694
H 2.1696 5.8070 -1.3414
H 1.7059 4.0898 -1.5931
H 1.9970 5.5327 1.0156
H 2.8122 3.9727 0.8893
H 0.6746 3.4564 1.6878
H 0.6232 2.9313 0.0318
H -0.2084 5.7247 0.9278
H -1.3110 4.3897 1.1852
H -1.5592 5.9565 -0.9323
H -0.1957 5.0748 -1.6108
H -1.6150 2.9709 -1.4748
H -2.2872 4.2694 -2.4695
H -3.1487 4.0361 0.4295
H -3.8307 4.9982 -0.9194
H -3.8405 2.0226 -1.1521
H -4.9859 3.1614 -1.7983
H -4.8525 3.1134 1.2285
H -6.1704 3.3918 0.1055
H -6.8615 1.4042 0.8140
H -6.0649 1.0132 -0.6590
H -5.6913 -0.6724 1.0255
H -5.1667 0.4330 2.2445
H -4.7308 -0.4489 -1.1232
H -4.1211 -1.8693 -0.4208
H -3.3517 -0.9280 -2.7228
H -1.9010 -2.8045 -0.9005
H -1.2343 -2.3567 -2.4976
H -2.8427 -3.0313 -2.3791
H -1.0571 -0.2717 -2.4276
H -4.1963 -1.6629 2.0418
H -0.7669 -0.4323 3.5771
H 0.0158 -2.0149 3.6710
H -1.7653 -1.8354 3.9878
H -0.2983 -1.0339 0.1426
H 0.2750 -2.6266 0.6277
H 0.8907 -1.1703 1.5068
C 0.3403 -8.7575 0.7493
C 0.6612 -7.9298 1.9835
O 1.2517 -6.6788 1.6973
C 0.4806 -5.7894 0.9008
C -0.8564 -5.4147 1.5066
H 1.2426 -8.9257 0.1587
H -0.0745 -9.7241 1.0401
H -0.3876 -8.2634 0.1048
H 1.3856 -8.4691 2.5959
H -0.2329 -7.7969 2.6034
H 0.3487 -6.2025 -0.1063
H 1.0835 -4.8916 0.7892
H -1.5057 -6.2836 1.6329
H -1.3754 -4.6992 0.8671
H -0.7193 -4.9620 2.4902
*
```

=====

Record 2
Here is the molecule C2H5N3S at a distorted geometry from OMol25. Energies are from ωB97M-V/def2-TZVPD.

Output
Lowest unoccupied orbital energy: 0.75 eV
Energy above the lowest of the compared OMol25 structures with the same formula, charge and spin: 81.8 kcal/mol
Frontier orbital gap: 9.728 eV

Geometry as ORCA input:
```
! RIJCOSX wB97M-V def2-TZVPD def2/J DEFGRID3
* xyz 0 1
N 1.6533 0.1785 -0.4685
N 0.6627 -0.0454 0.5402
C -0.4835 0.8515 0.6261
S -1.7792 0.2594 -0.5961
C -0.9976 -1.3069 -0.3437
N 0.0722 -1.3980 0.3126
H 2.5478 0.6264 -0.2181
H 1.1436 0.4574 -1.3892
H -1.0621 0.6411 1.6101
H -0.2380 1.9048 0.3311
H -1.5191 -2.1688 -0.4044
*
```

=====

Record 3
Here is a structure of composition C33H65N9O3P2SV at a distorted geometry from OMol25. Energies are from ωB97M-V/def2-TZVPD.

Output
Lowest unoccupied orbital energy (spin up / spin down): -2.45 / -2.53 eV
⟨S²⟩: 2.02
Energy above the lowest of the compared OMol25 structures with the same formula, charge and spin: 35.7 kcal/mol
Frontier orbital gap (spin up / spin down): 7.267 / 8.110 eV

Geometry as ORCA input:
```
! RIJCOSX wB97M-V def2-TZVPD def2/J DEFGRID3
* xyz 1 3
V 1.0606 -0.2764 -0.2115
C 1.6395 -4.5976 4.1417
C 0.6946 -3.4373 4.4336
N 1.1462 -2.1485 3.9320
C 1.7745 -1.2544 4.8774
C 3.2130 -1.6755 5.1683
C 1.0617 -1.8835 2.6180
S 1.5944 -0.3235 2.0426
N 0.4897 -2.8209 1.8924
C 0.3121 -2.8255 0.5762
O 0.8446 -1.9841 -0.2049
C -0.5968 -3.8453 0.0406
C -1.2306 -4.7643 0.8778
C -2.1330 -5.6653 0.3502
C -2.4125 -5.6666 -1.0081
C -1.7864 -4.7534 -1.8437
C -0.8873 -3.8429 -1.3266
H 1.2012 -5.5120 4.5296
H 2.6092 -4.4561 4.6100
H 1.7760 -4.7100 3.0714
H 0.5578 -3.3410 5.5121
H -0.2746 -3.6539 3.9753
H 1.1842 -1.2692 5.7986
H 1.7612 -0.2462 4.4607
H 3.2390 -2.6317 5.6833
H 3.6968 -0.9328 5.7955
H 3.7582 -1.7636 4.2321
H -1.0072 -4.7522 1.9315
H -2.6240 -6.3711 1.0008
H -3.1194 -6.3747 -1.4128
H -2.0032 -4.7509 -2.9014
H -0.4057 -3.1110 -1.9631
O 3.5518 -1.1526 -0.0319
H 3.9084 -1.2380 -0.9278
H 4.2645 -0.8868 0.5586
N 0.0390 1.0667 -0.2078
P -1.3464 1.5965 0.3514
N -2.5309 1.5731 -0.8321
C -2.1056 2.1899 -2.0846
C -3.2128 2.0953 -3.1249
C -4.4554 2.8823 -2.6814
C -4.5278 2.9785 -1.1529
C -3.9485 1.7159 -0.5240
N -1.1407 3.1311 0.9590
C 0.1160 3.8396 0.7409
C -0.1445 5.3402 0.7036
C -0.6450 5.8143 2.0737
C -1.4574 4.7136 2.7699
C -2.1492 3.8454 1.7261
N -2.0930 0.6889 1.5537
C -2.4133 -0.6724 1.1486
C -3.5185 -1.2296 2.0408
C -3.0775 -1.1736 3.4994
C -2.6696 0.2510 3.8610
C -1.5786 0.7346 2.9121
H -1.2097 1.6540 -2.4154
H -1.8390 3.2476 -1.9353
H -3.4626 1.0436 -3.2662
H -2.8417 2.4801 -4.0745
H -5.3477 2.3848 -3.0617
H -4.4388 3.8868 -3.1046
H -5.5620 3.1094 -0.8327
H -3.9613 3.8448 -0.8059
H -4.4896 0.8454 -0.9177
H -4.0753 1.7341 0.5591
H 0.5432 3.4874 -0.2022
H 0.8380 3.6165 1.5376
H -0.8864 5.5509 -0.0677
H 0.7690 5.8678 0.4304
H -1.2539 6.7079 1.9427
H 0.2033 6.0859 2.7025
H -2.1909 5.1578 3.4413
H -0.7931 4.0845 3.3658
H -2.7548 4.4898 1.0761
H -2.8199 3.1230 2.1924
H -1.5241 -1.3193 1.2336
H -2.7216 -0.6633 0.0991
H -3.7233 -2.2611 1.7495
H -4.4274 -0.6405 1.9057
H -2.2224 -1.8348 3.6417
H -3.8849 -1.5051 4.1541
H -2.3058 0.2974 4.8870
H -3.5349 0.9090 3.7809
H -0.6942 0.0945 3.0195
H -1.2845 1.7586 3.1499
C 3.6382 -2.5125 -2.9573
N 3.8826 -1.0759 -2.9093
C 5.1699 -0.7062 -3.4755
P 2.5028 -0.1462 -3.2892
O 1.3173 -0.6182 -2.5449
N 3.0139 1.4354 -2.9606
C 3.5468 1.6665 -1.6310
C 1.9417 2.3697 -3.2682
N 2.1755 -0.0958 -4.9251
C 3.1391 0.4375 -5.8638
C 1.2117 -1.0145 -5.4946
H 4.4188 -3.0316 -2.3969
H 3.6390 -2.9034 -3.9805
H 2.6710 -2.7166 -2.4979
H 5.9637 -1.0597 -2.8110
H 5.2379 0.3753 -3.5654
H 5.3346 -1.1537 -4.4600
H 4.4142 1.0309 -1.4628
H 2.7909 1.4789 -0.8333
H 3.8561 2.7114 -1.5649
H 1.4907 2.0890 -4.2184
H 2.3644 3.3719 -3.3458
H 1.1616 2.3604 -2.4930
H 3.8162 1.1054 -5.3376
H 2.6183 1.0044 -6.6406
H 3.7142 -0.3572 -6.3521
H 0.6172 -1.4372 -4.6889
H 1.7006 -1.8234 -6.0460
H 0.5499 -0.4851 -6.1843
*
```

=====

Record 4
Here is a cluster of 2 separate species, C5H11N2O2 in total at a distorted geometry from OMol25. Energies are from ωB97M-V/def2-TZVPD.

Output
Lowest unoccupied orbital energy: -3.16 eV
Energy above the lowest of the compared OMol25 structures with the same formula, charge and spin: 42.4 kcal/mol
Frontier orbital gap: 10.113 eV

Geometry as ORCA input:
```
! RIJCOSX wB97M-V def2-TZVPD def2/J DEFGRID3
* xyz 1 1
C 0.4449 0.5805 0.8965
C 1.6201 -1.6417 -1.2817
C 0.9303 1.8789 0.5420
C -1.2365 -1.2813 0.2881
C -0.5075 -0.0379 0.1551
N 2.1691 -2.0938 -0.3391
N -0.8509 0.6804 -1.1557
O 1.0993 -0.0028 1.9910
O 1.0034 -1.0578 -2.0932
H 0.0190 2.5036 0.3763
H 1.6655 1.9260 -0.3174
H 1.2744 2.3255 1.4649
H -1.6317 -1.5667 -0.7902
H -1.8901 -1.2555 1.0882
H -0.3561 -2.0385 0.3493
H 0.5063 -0.6445 2.4277
H 2.5088 -3.0860 -0.2541
H -0.7245 -0.0283 -1.8577
H -0.1209 1.4463 -1.2943
H -1.8658 0.7978 -1.1747
*
```

=====

Record 5
Here is a cluster of 2 separate species, C8H16N2O2P2 in total at a distorted geometry from OMol25. Energies are from ωB97M-V/def2-TZVPD.

Output
Lowest unoccupied orbital energy: 0.98 eV
Energy above the lowest of the compared OMol25 structures with the same formula, charge and spin: 0.0 kcal/mol
Frontier orbital gap: 8.251 eV

Geometry as ORCA input:
```
! RIJCOSX wB97M-V def2-TZVPD def2/J DEFGRID3
* xyz 0 1
C 3.5979 0.5579 -0.4212
C 2.7117 -0.0805 -1.4932
C 2.0032 -1.2344 -0.9231
P 1.1071 -0.9477 0.6754
P -0.5461 0.3324 -0.0601
C -1.8271 0.4555 1.3715
C -3.2149 -0.0403 0.9036
C -3.1330 -1.3902 0.3159
C -2.5535 -1.1872 -1.1526
O -1.1937 -0.9141 -0.9958
O 2.1599 0.0432 1.4626
C 2.8875 1.0447 0.8133
H 4.4947 -0.1498 -0.0306
H 4.1660 1.3533 -0.9020
H 1.8529 0.5826 -1.8844
H 3.1927 -0.3948 -2.4373
H 1.1994 -1.7492 -1.5122
H 2.6324 -2.1901 -0.8297
H -1.8979 1.5272 1.6856
H -1.5384 -0.0967 2.2848
H -3.5941 0.7461 0.2212
H -3.8514 0.0360 1.7289
H -2.3952 -2.1022 0.5886
H -4.1105 -1.8665 0.0840
H -2.6833 -2.0735 -1.7825
H -3.0009 -0.3195 -1.5942
H 3.6066 1.5600 1.5554
H 2.1950 1.8748 0.4015
N 0.6876 -3.4068 0.5845
N -0.1542 -3.9011 1.1030
*
```

=====

Record 6
Here is a structure of composition C34H28IN10O2SSeTi at a distorted geometry from OMol25. Energies are from ωB97M-V/def2-TZVPD.

Output
Lowest unoccupied orbital energy (spin up / spin down): -0.89 / -0.94 eV
⟨S²⟩: 0.76
Energy above the lowest of the compared OMol25 structures with the same formula, charge and spin: 30.2 kcal/mol
Frontier orbital gap (spin up / spin down): 6.281 / 6.288 eV

Geometry as ORCA input:
```
! RIJCOSX wB97M-V def2-TZVPD def2/J DEFGRID3
* xyz 0 2
Ti 0.2386 0.4051 -0.9089
S -3.2910 -2.0993 -6.7381
N -3.3643 -0.6497 -6.0363
C -2.7419 -0.7682 -4.8762
C -2.5707 0.2991 -3.8944
C -3.1436 1.5646 -4.0298
C -2.9609 2.4848 -3.0325
C -2.1557 2.1433 -1.9491
N -1.5746 0.9573 -1.8322
C -1.8190 0.0210 -2.7657
C -1.2978 -1.3464 -2.5069
N -0.6451 -1.5301 -1.3437
C -0.2643 -2.7580 -1.0198
C -0.4804 -3.8556 -1.8485
C -1.1007 -3.6635 -3.0518
C -1.5324 -2.3781 -3.3902
C -2.2360 -2.0691 -4.6322
N -2.4821 -2.9208 -5.6121
H -3.7304 1.7888 -4.9123
H -3.4053 3.4687 -3.0792
H -1.9534 2.8486 -1.1559
H 0.2262 -2.8711 -0.0598
H -0.1592 -4.8355 -1.5237
H -1.2821 -4.4810 -3.7384
C 3.6942 -3.0031 2.0736
N 3.0456 -2.4646 0.8814
C 3.2229 -3.1948 -0.3653
C 2.3977 -1.2757 0.8994
N 1.9358 -0.6732 -0.1526
N 2.2272 -0.7331 2.1519
C 2.2050 0.6314 2.4641
N 1.6478 0.8356 3.7216
N 2.7241 1.4879 1.6904
H 2.9772 -3.5201 2.7165
H 4.1843 -2.2148 2.6403
H 4.4512 -3.7170 1.7580
H 3.3528 -4.2500 -0.1366
H 4.0969 -2.8413 -0.9202
H 2.3523 -3.1063 -1.0117
H 2.2833 -1.1566 -0.9770
H 1.8607 -1.3757 2.8397
H 0.9144 0.1943 3.9910
H 1.4221 1.7968 3.9206
H 2.6171 2.4276 2.0603
I -1.1601 0.1923 1.6249
C -1.0979 2.2763 1.7888
C -1.7963 2.8255 2.8224
C -1.7426 4.2233 3.0315
C -0.9899 5.0001 2.2055
C -0.2647 4.4341 1.1220
C 0.4996 5.2588 0.2592
C 1.1583 4.7012 -0.7941
C 1.0817 3.3089 -1.0412
C 0.3869 2.4301 -0.2327
C -0.3044 3.0331 0.8773
H -2.3844 2.2009 3.4829
H -2.2986 4.6622 3.8505
H -0.9367 6.0728 2.3573
H 0.5374 6.3259 0.4483
H 1.7392 5.3263 -1.4634
H 1.6011 2.9389 -1.9168
Se -0.2978 -3.2515 2.7880
C -1.7439 -3.2928 1.6639
N -2.6225 -3.2920 0.9005
O 1.8423 -1.2952 -3.4383
C 2.0613 -0.1599 -3.0748
O 1.1156 0.6219 -2.5465
C 3.4382 0.4154 -3.1278
C 4.2626 0.0597 -4.1898
C 5.5663 0.5262 -4.2409
C 6.0548 1.3281 -3.2154
C 5.2370 1.6666 -2.1456
C 3.9227 1.2185 -2.1003
H 3.8704 -0.5803 -4.9698
H 6.2046 0.2572 -5.0731
H 7.0760 1.6875 -3.2510
H 5.6183 2.2804 -1.3394
H 3.2968 1.4709 -1.2530
*
```

=====

Record 7
Here is a structure of composition C3H9FNO2P at a distorted geometry from OMol25. Energies are from ωB97M-V/def2-TZVPD.

Output
Lowest unoccupied orbital energy: 0.00 eV
Energy above the lowest of the compared OMol25 structures with the same formula, charge and spin: 62.3 kcal/mol
Frontier orbital gap: 9.995 eV

Geometry as ORCA input:
```
! RIJCOSX wB97M-V def2-TZVPD def2/J DEFGRID3
* xyz 0 1
C 1.2494 -2.2363 0.3278
C -1.7461 1.8348 0.6422
C 1.9462 -1.1603 -0.4717
N -1.0239 1.1196 -0.2812
O 1.2483 0.9283 1.2671
O 0.9370 -0.2694 -1.0306
F -3.1486 1.1869 -2.2623
P 0.3531 0.5858 0.1487
H 0.7923 -1.7834 1.2505
H 0.5821 -2.8090 -0.3919
H 1.8436 -2.9080 0.9712
H -2.6490 2.3372 0.0603
H -2.3092 1.2755 1.4613
H -1.1055 2.5752 1.2345
H 2.7681 -1.4336 -1.1619
H 2.5467 -0.4937 0.2049
H -2.2844 1.2504 -1.9689
*
```

=====

Record 8
Here is a cluster of 2 separate species, C7H12N3O2P in total at a distorted geometry from OMol25. Energies are from ωB97M-V/def2-TZVPD.

Output
Lowest unoccupied orbital energy (spin up / spin down): -0.54 / -0.21 eV
Energy above the lowest of the compared OMol25 structures with the same formula, charge and spin: 115.2 kcal/mol
Frontier orbital gap (spin up / spin down): 6.877 / 8.033 eV

Geometry as ORCA input:
```
! RIJCOSX wB97M-V def2-TZVPD def2/J DEFGRID3
* xyz 0 1
C -3.3501 0.3058 -0.1176
C 0.2520 0.7913 -1.4165
C 1.2986 0.2769 0.6693
C -0.8596 1.3757 0.5784
C 0.4664 -1.5041 -0.9656
C -0.7409 -1.0568 1.3615
C -2.0298 0.0003 -0.8911
N 1.0247 -0.1510 -0.6821
N -1.0815 1.0263 -0.7877
N -0.0606 0.2935 1.3926
O -3.9634 1.3391 -0.1555
O -3.2877 -0.6525 0.6626
P -1.3655 -1.6823 -0.3165
H 0.6242 1.7707 -1.7090
H -0.0936 0.1981 -2.4016
H 1.8517 -0.5515 1.1844
H 1.7191 1.2529 0.6873
H -0.2789 2.2334 0.5507
H -1.8703 1.5761 1.0935
H 0.8314 -1.8128 -1.9369
H 0.8158 -2.1248 -0.1430
H -0.1654 -1.8093 1.8907
H -1.6447 -1.0071 1.9777
H -1.9489 -1.5440 -3.1705
H 0.0820 0.5292 2.3922
*
```